No. 1
DFT (the ωB97M-V functional and the def2-TZVPD basis) results for a 2-piece molecular cluster, C6H10N2OS2 overall.

Output
* E_tot: -33080.5342 eV
* structure (SMILES): NC(=O)CC=C=S.CC(N)=S
* max |F|: 4.51 eV Å⁻¹
* ΔE to the lowest compared entry with this formula, charge and spin: 0.734 eV
* gap between HOMO and LUMO: 0.3064 hartree
* highest occupied orbital energy: -8.571 eV

```
21
Properties=species:S:1:pos:R:3:nbo_charge:R:1
N 1.19326 1.50947 1.59153 -0.829
C 0.66531 1.57800 0.33557 0.699
O -0.34633 2.13457 0.05789 -0.590
C 1.63666 1.13698 -0.81465 -0.505
C 1.00409 1.02567 -2.18003 -0.409
C 1.59862 0.18213 -2.97278 -0.045
S 2.50571 -0.69647 -3.87476 0.152
H 1.38420 0.64336 1.99689 0.396
H 0.61213 1.91159 2.22891 0.382
H 2.33205 2.01103 -0.96277 0.246
H 2.24852 0.34436 -0.47482 0.224
H 0.23728 1.69382 -2.39501 0.273
C -2.83433 -1.55107 1.00949 -0.695
C -1.29941 -1.51314 1.12463 0.157
N -0.48246 -1.39252 0.05978 -0.778
S -0.58054 -1.67748 2.62274 -0.230
H -3.06965 -0.60394 0.56201 0.237
H -3.37420 -1.89154 1.97839 0.259
H -3.16296 -2.41473 0.44322 0.237
H 0.51518 -1.40915 0.42651 0.416
H -0.78314 -1.02094 -0.76274 0.401
```

No. 2
DFT (the ωB97M-V functional and the def2-TZVPD basis) results for one molecule with the formula C6H10N2S.

Output
* E_tot: -20197.8439 eV
* structure (SMILES): CCN(C)c1cscn1
* max |F|: 4.48 eV Å⁻¹
* ΔE to the lowest compared entry with this formula, charge and spin: 1.019 eV
* gap between HOMO and LUMO: 0.3225 hartree
* highest occupied orbital energy: -7.982 eV

```
19
Properties=species:S:1:pos:R:3:nbo_charge:R:1
C -1.43958 -0.67989 1.37585 -0.646
C -1.46246 0.57546 0.49143 -0.213
N -0.48482 0.52722 -0.60158 -0.426
C -0.91306 -0.37528 -1.67599 -0.417
C 0.96724 0.38433 -0.21747 0.293
C 1.92095 -0.34248 -0.86615 -0.510
S 3.49797 -0.04026 -0.20553 0.366
C 2.64665 1.03032 0.94342 -0.074
N 1.37145 1.21283 0.74804 -0.442
H -2.05278 -1.52033 0.95349 0.206
H -0.39275 -1.11316 1.53250 0.217
H -1.86947 -0.23947 2.24627 0.217
H -2.42157 0.64101 -0.09356 0.198
H -1.08572 1.42028 1.03858 0.223
H -0.45675 -1.37436 -1.70464 0.176
H -2.03226 -0.29855 -1.48331 0.197
H -0.67872 -0.08838 -2.67170 0.198
H 1.78267 -1.13642 -1.55844 0.239
H 3.10303 1.41712 1.74881 0.195
```

No. 3
DFT (the ωB97M-V functional and the def2-TZVPD basis) results for an isolated ion of composition C6H10N3 and charge +1.

Output
* E_tot: -10844.4570 eV
* structure (SMILES): CC1=NCC=N[NH+]=C1C
* max |F|: 4.59 eV Å⁻¹
* ΔE to the lowest compared entry with this formula, charge and spin: 3.806 eV
* gap between HOMO and LUMO: 0.3170 hartree
* highest occupied orbital energy: -14.425 eV
* charge: +1

```
19
Properties=species:S:1:pos:R:3:nbo_charge:R:1
C 1.07112 -0.98411 -1.30729 -0.656
C 0.52826 0.11800 -0.33744 0.139
N 1.26470 1.14497 -0.36692 -0.226
C 0.85105 2.34412 0.47838 -0.342
C -0.49928 2.62233 -0.10495 0.155
N -1.60471 2.04424 0.16548 -0.204
N -1.60328 0.76930 0.67194 -0.288
C -0.66251 -0.17000 0.33890 0.346
C -0.90447 -1.62651 0.61300 -0.706
H 1.59894 -1.84069 -0.77986 0.250
H 1.82664 -0.48951 -1.91739 0.267
H 0.22844 -1.22767 -2.03793 0.239
H 1.49758 3.17621 0.14697 0.247
H 0.77838 2.32726 1.51307 0.239
H -0.59037 3.63072 -0.48224 0.237
H -2.54387 0.49324 1.16832 0.463
H -0.14185 -2.22687 -0.01004 0.287
H -0.83864 -1.82997 1.69612 0.284
H -1.97936 -1.90751 0.50811 0.269
```

No. 4
DFT (the ωB97M-V functional and the def2-TZVPD basis) results for an isolated ion of composition C6H10N3 and charge +1.

Output
* E_tot: -10844.3297 eV
* structure (SMILES): C=CC(=[NH2+])N(C=C)N=C
* max |F|: 5.20 eV Å⁻¹
* ΔE to the lowest compared entry with this formula, charge and spin: 3.933 eV
* gap between HOMO and LUMO: 0.3485 hartree
* highest occupied orbital energy: -13.801 eV
* charge: +1

```
19
Properties=species:S:1:pos:R:3:nbo_charge:R:1
C -2.16447 -0.91162 -1.27876 -0.281
C -0.85674 -1.03581 -1.17531 -0.316
C -0.09681 -0.55698 -0.00309 0.524
N -0.33500 -1.25418 1.10441 -0.729
N 0.95529 0.33973 -0.02755 -0.230
C 1.72979 0.57581 1.20447 -0.054
C 1.15646 0.77665 2.38929 -0.356
N 1.24913 1.08256 -1.12260 -0.219
C 0.27321 1.67194 -1.65582 -0.024
H -2.70849 -1.29827 -2.05333 0.227
H -2.72864 -0.41543 -0.48086 0.208
H -0.32744 -1.49039 -1.98149 0.265
H -0.99441 -2.11304 0.99815 0.445
H 0.44972 -1.38668 1.63093 0.416
H 2.76249 0.74992 0.87257 0.247
H 1.72881 0.98703 3.26876 0.256
H 0.12660 0.65233 2.32375 0.210
H 0.58776 2.10112 -2.57819 0.219
H -0.80726 1.52532 -1.43533 0.191
```